The following is a DFT calculation (ωB97M-V/def2-TZVPD) of C36H28BrN6OS2Tl as an isolated structure.

Calculated values
* total charge: -2
* HOMO-LUMO gap: 4.720 eV
* E: -145180.895 eV
* multiplicity: 1

Structure (XYZ):
```
75
C36H28BrN6OS2Tl, DFT ωB97M-V/def2-TZVPD
O 0.3738 2.4258 -1.0983
C 1.5524 4.4324 -0.8077
H -6.2028 0.2462 -0.9629
N 0.1557 -1.7782 -1.7180
C 3.1159 -3.9693 -2.1856
C 4.1072 -3.0342 -2.0893
C -3.6814 1.4774 -2.8466
C 4.4058 -2.0603 2.0376
H 4.6165 -0.9686 -1.7467
C -1.5737 5.3419 3.7533
C 3.7668 4.6126 -1.7080
H -1.4281 -4.7241 -1.9537
H 3.5918 -4.0635 1.9535
C 2.6555 5.1934 -1.0625
C -4.1033 -0.1503 -0.6227
H -3.5046 2.1040 -3.7181
N 1.0462 2.7961 2.5724
H 2.6873 6.2356 -0.7722
C 3.3822 -3.0021 2.0153
H 3.7057 0.8210 -2.6504
C 2.0789 -2.5369 2.0619
C -0.5886 -4.0415 -1.9288
H -5.0996 -4.2027 2.8039
C -3.9998 -2.3930 2.4867
C 1.7655 -3.5719 -2.0357
C 3.8079 -1.6788 -1.8666
C 2.3938 1.0700 2.2835
C -4.9802 1.2429 -2.4107
H 0.9144 -5.5465 -2.1845
C -0.8124 -2.6594 -1.7707
N 1.7424 -1.2531 2.1627
C -3.7409 -1.2891 1.6561
Tl -0.3337 0.3108 0.1521
C 0.6934 -4.4905 -2.0648
C -5.6507 -3.2344 0.9639
N -2.8708 -0.3264 2.0700
N 2.1569 0.0873 -1.5219
H 3.2093 1.7960 2.2744
C -0.1131 3.3699 2.3840
C 2.5024 -1.2285 -1.7672
C 2.8592 1.0525 -1.9821
C -2.7705 0.1355 -0.9924
C -2.6107 0.9388 -2.1356
H 1.2479 -3.2381 2.0219
H 4.6672 2.8458 -2.4741
C 2.7286 -0.3393 2.1843
H 4.8416 0.0440 2.1130
C -5.3726 -2.1624 0.1185
C 1.4432 -2.2025 -1.8337
Br 5.2756 5.7209 -2.1351
H -2.3150 4.7491 3.2190
S 0.0157 5.1076 2.9171
H -1.8155 -2.2492 -1.6672
H 0.6900 4.8592 -0.3062
H -2.3574 -0.4400 2.9228
H -3.4504 -2.4739 3.4207
H -5.8265 1.6849 -2.9280
H 3.3439 -5.0156 -2.3599
S -1.5485 2.8489 1.6579
C 1.4628 3.0378 -1.1795
H -6.3994 -3.9698 0.6905
C 3.7873 3.2844 -2.0161
C 2.6903 2.4528 -1.7100
C 4.0775 -0.7248 2.1103
C -4.4172 -1.1908 0.4124
H -1.5008 5.0223 4.7933
H -1.8353 6.3999 3.7048
C -4.9338 -3.3569 2.1453
C -5.1863 0.4264 -1.3099
H 5.1448 -3.3431 -2.1639
N 1.1766 1.4722 2.3425
H -1.6025 1.1658 -2.4837
H 5.4429 -2.3737 1.9883
H -5.8917 -2.0944 -0.8303
H -2.8050 0.5655 1.6070
```

Here are the Löwdin charges for atoms 1 to 2, given in e: -0.18 -0.01